Version a
23
Properties=species:S:1:pos:R:3:nbo_charge:R:1 method="wB97M-V/def2-TZVPD" total_charge=0 smiles=Cc1ccccc1.CC gap_ev=10.05
C -2.002 -0.194 -1.678 -0.616
H 2.834 -1.018 -0.535 0.221
H -1.952 -2.164 -2.570 0.201
C 0.391 2.147 1.276 -0.202
C 1.770 -0.776 -0.633 -0.639
H -1.283 0.500 -1.230 0.206
C 1.189 0.023 0.500 -0.004
H -1.004 -2.012 -1.184 0.204
C -1.260 -1.469 -2.094 -0.609
H 1.660 -0.135 -1.511 0.214
H -2.551 0.302 -2.462 0.204
H -2.558 -0.330 -0.769 0.207
C 0.182 0.217 2.706 -0.202
H -0.451 -1.186 -2.743 0.205
H 0.074 -0.227 3.674 0.214
H -0.602 2.210 3.130 0.212
H 0.101 3.187 1.193 0.213
C 1.100 1.420 0.356 -0.225
H 0.735 -1.627 1.703 0.208
H 1.353 -1.764 -0.807 0.224
C 0.759 -0.548 1.680 -0.222
H 1.636 1.918 -0.445 0.211
C -0.122 1.526 2.443 -0.223



Version b
23
Properties=species:S:1:pos:R:3:nbo_charge:R:1 method="wB97M-V/def2-TZVPD" total_charge=0 smiles=Cc1ccccc1.CC gap_ev=9.87
C -1.146 -1.079 -0.293 -0.639
H 1.685 0.333 -3.745 0.217
H 1.180 -2.327 3.138 0.203
C 0.085 -0.584 2.895 -0.622
C 0.845 0.598 -3.089 -0.202
C -0.687 0.007 -1.268 0.007
C -1.052 1.355 -1.109 -0.224
C 0.478 1.959 -2.936 -0.224
H -1.164 -0.620 0.718 0.228
H 0.490 0.240 2.281 0.207
C -0.558 2.267 -2.045 -0.210
H -0.407 -1.329 2.199 0.202
C 0.168 -0.306 -2.329 -0.234
H 2.281 -1.120 3.176 0.215
H -2.214 -1.332 -0.446 0.220
H -0.466 -1.906 -0.430 0.218
H -0.724 -0.166 3.466 0.213
H -0.844 3.299 -1.829 0.207
H 0.378 -1.332 -2.604 0.204
H 1.204 -1.174 4.624 0.211
C 1.280 -1.273 3.527 -0.626
H 0.905 2.739 -3.575 0.214
H -1.717 1.753 -0.323 0.214



Version c
23
Properties=species:S:1:pos:R:3:nbo_charge:R:1 method="wB97M-V/def2-TZVPD" total_charge=0 smiles=Cc1ccccc1.CC gap_ev=10.01
H 3.002 -1.916 2.246 0.202
C -0.258 0.163 -1.205 -0.019
H -0.369 2.320 -1.710 0.217
C -1.627 1.670 -0.029 -0.181
C -0.745 -0.846 -0.377 -0.232
C -0.676 1.452 -1.070 -0.219
H 1.693 -0.314 0.136 0.201
H 1.852 -0.779 3.031 0.196
C 2.176 -1.344 2.065 -0.604
H -2.624 1.010 1.685 0.218
H 2.496 0.589 1.469 0.207
H 1.090 -1.260 -1.907 0.217
H 1.364 -1.977 1.773 0.204
H 0.085 -0.416 -3.143 0.224
H 1.438 0.381 -2.629 0.229
H -2.119 -1.452 1.099 0.212
C 2.544 -0.361 1.007 -0.608
C -2.057 0.698 0.840 -0.246
H 3.495 -0.508 0.532 0.202
H -0.382 -1.862 -0.607 0.210
H -1.839 2.674 0.037 0.200
C -1.580 -0.571 0.640 -0.186
C 0.694 -0.277 -2.207 -0.644



Version d
23
Properties=species:S:1:pos:R:3:nbo_charge:R:1 method="wB97M-V/def2-TZVPD" total_charge=0 smiles=Cc1ccccc1.CC gap_ev=9.91
H -2.190 1.193 -2.006 0.207
C -2.041 2.223 -1.875 -0.609
C -0.140 -0.271 0.406 -0.254
H -4.055 2.723 -0.905 0.206
H -1.689 -1.575 -0.254 0.215
C -3.032 3.043 -1.009 -0.616
H -0.847 0.556 0.766 0.212
C 2.059 -1.309 0.798 -0.236
C -0.563 -1.574 -0.133 -0.174
H 2.455 1.384 0.671 0.232
H -2.993 4.071 -1.538 0.207
H 2.946 -1.121 1.362 0.210
H 0.102 -3.367 -0.916 0.211
C 1.585 -2.402 0.222 -0.181
H 1.045 1.858 1.834 0.223
H -1.116 2.457 -1.423 0.208
H -2.727 3.168 0.070 0.200
C 1.753 1.102 1.451 -0.644
C 1.114 -0.151 0.954 0.017
H 2.280 -3.265 0.219 0.205
C 0.317 -2.576 -0.353 -0.248
H 2.469 0.817 2.310 0.210
H -2.001 2.597 -2.960 0.197



Most stable to least stable: version a, version b, version c, version d



Version a
23
Properties=species:S:1:pos:R:3:nbo_charge:R:1 method="wB97M-V/def2-TZVPD" total_charge=0 smiles=Cc1ccccc1.CC gap_ev=9.81
C 1.848 -2.795 1.316 -0.612
H -0.005 -3.602 0.434 0.208
C -1.915 1.592 -0.464 -0.249
C -0.819 2.376 -0.189 0.028
H -0.467 -1.256 -1.238 0.209
C 0.470 1.715 0.040 -0.219
H -2.736 -0.325 -1.159 0.215
H 1.047 -2.681 -0.812 0.202
H 1.940 -3.757 1.980 0.197
C 1.044 -3.395 0.057 -0.615
H 1.332 -0.225 -0.307 0.204
H -2.902 1.931 -0.386 0.203
C -0.539 -0.233 -0.934 -0.235
C -0.959 3.869 -0.088 -0.647
H 1.241 2.276 0.355 0.209
H -0.017 4.316 0.314 0.218
H 1.530 -4.392 -0.127 0.209
H -1.629 4.219 0.676 0.220
H 2.921 -2.523 1.160 0.205
H 1.339 -2.010 1.818 0.206
H -1.388 4.106 -1.020 0.230
C 0.470 0.476 -0.401 -0.204
C -1.808 0.318 -1.022 -0.182



Version b
23
Properties=species:S:1:pos:R:3:nbo_charge:R:1 method="wB97M-V/def2-TZVPD" total_charge=0 smiles=Cc1ccccc1.CC gap_ev=10.02
H -1.344 -1.468 1.042 0.216
H -3.015 -1.150 0.535 0.219
H 2.446 -3.278 -0.039 0.206
C -0.308 2.479 -1.301 -0.227
H -2.441 -0.263 1.867 0.214
H 0.053 3.280 -1.929 0.214
C -1.588 0.437 0.052 -0.002
H 1.185 -2.191 -0.736 0.198
H 2.063 -0.272 0.282 0.212
C -1.086 2.781 -0.189 -0.195
C 0.009 1.162 -1.579 -0.205
H -2.471 1.957 1.272 0.208
H 3.625 -1.183 0.083 0.209
H -1.186 3.783 0.210 0.212
H 0.754 0.999 -2.351 0.214
C 1.831 -2.389 0.113 -0.609
C -1.822 1.773 0.426 -0.221
H 2.647 -1.105 1.635 0.207
C 2.648 -1.155 0.545 -0.618
C -2.096 -0.697 0.922 -0.632
H -0.379 -0.920 -0.821 0.210
C -0.649 0.120 -0.925 -0.227
H 1.125 -2.703 0.887 0.198



Version c
23
Properties=species:S:1:pos:R:3:nbo_charge:R:1 method="wB97M-V/def2-TZVPD" total_charge=0 smiles=Cc1ccccc1.CC gap_ev=9.62
C 1.041 1.623 -0.397 -0.197
C -0.645 0.378 -2.328 -0.228
C 1.043 -1.426 3.179 -0.610
H -0.765 -1.873 4.333 0.205
C 1.330 1.679 -1.761 -0.236
H 1.790 -1.426 3.994 0.204
C -1.961 -0.693 -0.377 -0.658
H -1.421 -0.340 -2.907 0.225
H -0.590 1.158 0.941 0.217
H 0.731 -0.394 3.160 0.199
H -2.347 -1.705 -0.894 0.222
H 0.028 -3.363 3.601 0.203
H -1.777 -1.037 0.629 0.212
H -0.769 -2.385 2.499 0.202
C -0.250 -2.346 3.408 -0.604
H 1.085 0.729 -3.638 0.214
H 2.236 2.223 -2.179 0.216
C -0.722 0.206 -0.931 0.029
C -0.171 1.072 -0.038 -0.254
H 1.899 2.047 0.222 0.224
H 1.588 -1.718 2.183 0.202
C 0.552 0.873 -2.670 -0.205
H -2.994 -0.112 -0.449 0.220



Version d
23
Properties=species:S:1:pos:R:3:nbo_charge:R:1 method="wB97M-V/def2-TZVPD" total_charge=0 smiles=Cc1ccccc1.CC gap_ev=9.97
H -0.645 -0.773 -2.122 0.210
C -2.685 1.186 0.375 -0.635
C 2.694 0.289 -0.368 -0.224
C 0.212 -0.320 -1.598 -0.185
H 2.537 -0.734 2.247 0.223
H 2.977 1.669 -2.042 0.204
H 1.056 -1.450 2.159 0.215
C 2.081 -1.328 1.488 -0.643
H -4.436 0.111 1.350 0.209
H 2.758 -2.215 1.362 0.231
H -3.064 -0.960 0.696 0.207
C -3.286 -0.008 1.181 -0.618
H -0.041 -1.609 0.071 0.209
H -2.832 -0.032 2.166 0.208
C 0.645 -0.989 -0.448 -0.237
H 0.988 1.091 -3.216 0.222
C 2.267 0.913 -1.572 -0.179
H -1.787 1.794 0.700 0.217
H 3.641 0.339 -0.074 0.202
H -3.446 2.025 0.358 0.202
C 1.022 0.669 -2.257 -0.242
H -2.461 0.994 -0.671 0.210
C 1.804 -0.661 0.214 -0.004



Most stable to least stable: version b, version d, version a, version c



Version a
23
Properties=species:S:1:pos:R:3:nbo_charge:R:1 method="wB97M-V/def2-TZVPD" total_charge=0 smiles=Cc1ccccc1.CC gap_ev=10.05
C 0.950 -0.640 0.527 -0.191
H -1.980 0.195 -3.491 0.210
C 0.442 0.441 4.123 -0.629
H 0.049 -1.784 -4.291 0.201
H 0.997 1.329 4.424 0.221
H -0.589 0.356 -4.426 0.201
H -0.553 0.516 4.570 0.218
H -0.291 2.431 -0.046 0.210
C 0.764 -0.697 1.905 -0.224
C 0.101 1.583 0.505 -0.204
H -1.581 -2.193 -3.763 0.210
C 0.520 0.463 -0.201 -0.224
H 1.299 -1.521 0.002 0.207
H 0.866 -1.662 2.387 0.209
C -0.922 -0.043 -3.463 -0.609
C 0.360 0.432 2.613 -0.003
H 0.961 -0.444 4.471 0.217
H -0.357 0.425 -2.678 0.201
H -0.252 -1.920 -2.616 0.201
H 0.652 0.465 -1.265 0.204
H -0.637 2.310 2.380 0.209
C -0.084 1.531 1.877 -0.219
C -0.715 -1.574 -3.545 -0.614



Version b
23
Properties=species:S:1:pos:R:3:nbo_charge:R:1 method="wB97M-V/def2-TZVPD" total_charge=0 smiles=Cc1ccccc1.CC gap_ev=10.05
H -2.872 0.795 1.911 0.221
C -1.061 -0.909 -2.072 -0.222
C -1.344 0.365 0.396 -0.006
C -1.310 0.452 -2.013 -0.202
H -1.307 0.529 2.530 0.214
C 4.116 0.133 1.739 -0.614
H 4.940 0.840 1.704 0.207
H -1.830 2.103 -0.748 0.209
H -0.805 -2.694 -0.929 0.209
H -0.873 -1.645 1.169 0.210
C -0.942 -1.639 -0.900 -0.198
H 2.128 0.012 0.750 0.212
H 3.569 0.306 2.671 0.203
H 4.517 -0.875 1.871 0.202
H 3.488 -0.572 -0.219 0.203
C -1.038 -0.985 0.328 -0.222
H -1.360 1.000 -2.936 0.211
C 3.184 0.157 0.534 -0.617
C -1.489 1.079 -0.792 -0.218
C -1.821 0.984 1.689 -0.629
H -1.632 2.041 1.669 0.213
H 3.238 1.100 -0.015 0.203
H -1.043 -1.438 -3.007 0.210



Version c
23
Properties=species:S:1:pos:R:3:nbo_charge:R:1 method="wB97M-V/def2-TZVPD" total_charge=0 smiles=Cc1ccccc1.CC gap_ev=9.98
H -0.711 -2.557 -3.273 0.206
H -0.082 -0.932 -3.407 0.204
H 1.277 -3.361 -2.566 0.202
H 2.200 0.207 2.503 0.215
H -0.781 -1.376 -1.938 0.207
C -0.585 2.861 1.263 -0.194
C 1.246 -2.275 -2.394 -0.619
H 1.651 -2.174 -1.398 0.210
H 0.819 -0.663 3.045 0.222
C 0.449 2.010 1.665 -0.223
H 1.334 2.337 2.164 0.211
C -0.153 -1.790 -2.734 -0.616
H -0.333 3.918 1.209 0.209
C -0.897 0.180 0.934 -0.237
H 1.550 -1.073 1.463 0.216
H -2.723 3.002 0.804 0.216
C -1.844 2.393 0.844 -0.233
H -2.904 0.575 0.249 0.214
C 0.274 0.635 1.505 -0.002
H 1.905 -1.878 -3.145 0.207
H -1.008 -0.794 0.435 0.210
C 1.294 -0.261 2.140 -0.630
C -1.979 1.015 0.633 -0.195



Version d
23
Properties=species:S:1:pos:R:3:nbo_charge:R:1 method="wB97M-V/def2-TZVPD" total_charge=0 smiles=Cc1ccccc1.CC gap_ev=9.72
C -0.751 -0.273 3.249 -0.601
H -1.577 0.374 2.944 0.207
C 1.057 1.040 -0.735 -0.224
H 0.089 2.681 0.315 0.212
C -0.541 -0.302 -2.111 -0.231
H 0.683 -1.539 2.589 0.200
H -1.020 -0.707 4.327 0.202
H -0.847 -2.300 2.513 0.195
C -0.305 -1.335 2.338 -0.616
C 0.761 -0.076 -1.579 -0.002
H -0.716 -1.120 -2.778 0.213
H 2.577 -0.400 -2.832 0.219
C 1.861 -0.960 -2.114 -0.629
C -1.197 1.780 -1.036 -0.218
C -1.538 0.644 -1.803 -0.203
C 0.056 1.850 -0.390 -0.203
H 2.073 1.186 -0.386 0.214
H 1.349 -1.767 -2.717 0.213
H 2.447 -1.353 -1.306 0.217
H -1.768 2.667 -1.061 0.208
H -2.562 0.677 -2.158 0.215
H -0.216 -1.226 1.337 0.215
H 0.086 0.459 3.395 0.199



Most stable to least stable: version b, version a, version c, version d